{"formula": "C21H23Cl8GeN5NaO", "method": "wB97M-V/def2-TZVPD", "species": ["Na", "C", "C", "N", "C", "C", "N", "C", "C", "N", "C", "C", "N", "C", "C", "C", "C", "C", "C", "C", "N", "H", "H", "H", "H", "H", "H", "H", "H", "H", "H", "H", "H", "H", "H", "H", "H", "H", "H", "H", "H", "H", "H", "H", "Cl", "C", "C", "Cl", "C", "Cl", "C", "O", "C", "Cl", "C", "Cl", "Cl", "Ge", "Cl", "Cl"], "xyz": [[-0.293, 0.259, 0.625], [3.381, 1.735, -1.269], [2.649, 0.564, -0.653], [2.372, 0.351, 0.573], [2.691, 1.420, 1.609], [2.397, 0.840, 2.974], [1.222, -0.006, 2.886], [0.702, -0.608, 4.107], [-0.845, -0.750, 4.019], [-1.257, -1.746, 2.964], [-2.431, -1.471, 2.142], [-2.453, -2.339, 0.835], [-1.271, -1.901, -0.014], [-1.230, -2.079, -1.247], [-2.216, -2.797, -2.080], [-0.048, -1.503, -1.932], [0.072, -1.472, -3.296], [1.172, -0.881, -3.841], [2.126, -0.309, -2.993], [1.877, -0.341, -1.639], [0.875, -1.081, -1.136], [3.712, 1.417, -2.290], [4.244, 1.997, -0.707], [2.612, 2.548, -1.368], [2.015, 2.256, 1.441], [3.738, 1.661, 1.545], [2.244, 1.653, 3.697], [3.328, 0.355, 3.325], [1.520, -0.800, 2.270], [1.029, 0.011, 4.969], [1.176, -1.604, 4.266], [-1.237, 0.227, 3.821], [-1.261, -1.121, 4.960], [-0.478, -2.009, 2.375], [-2.399, -0.437, 1.805], [-3.337, -1.729, 2.701], [-3.362, -2.279, 0.326], [-2.284, -3.424, 1.111], [-3.120, -3.059, -1.499], [-1.739, -3.713, -2.489], [-2.422, -2.152, -2.983], [-0.669, -2.016, -3.897], [1.244, -0.766, -4.923], [3.060, 0.010, -3.516], [-4.272, 5.620, -2.051], [-3.142, 4.356, -1.825], [-2.751, 4.042, -0.509], [-3.466, 4.877, 0.771], [-1.703, 3.133, -0.256], [-1.293, 2.658, 1.329], [-1.113, 2.401, -1.343], [-0.240, 1.492, -1.196], [-1.508, 2.826, -2.645], [-0.719, 1.968, -3.977], [-2.556, 3.686, -2.895], [-3.119, 3.908, -4.485], [1.129, -4.658, -0.793], [1.835, -2.794, 0.253], [3.937, -2.835, -0.338], [1.871, -3.593, 2.387]], "atomic_forces_ev_per_a": [[0.4450, -0.1952, 0.2762], [-1.2326, -0.8769, -1.2672], [-0.9946, -0.7197, 0.0757], [0.3717, 1.3472, 0.0375], [-0.4665, -1.6796, -1.0286], [0.6068, 0.1382, 0.7017], [0.1752, -1.2916, -1.0794], [-0.0018, -0.4046, 0.6384], [0.5415, -1.5087, -0.4512], [0.4733, 0.2457, 0.3337], [0.4609, -0.9542, -0.6775], [3.3749, -0.6850, 1.3858], [-1.5469, 0.1129, 2.6882], [-0.0591, -0.6005, -0.9983], [-0.4793, -0.0762, -1.0722], [-1.0031, -1.5068, -0.3669], [-1.0229, -0.7587, -0.9247], [0.4447, 0.4480, -0.3732], [0.4019, -0.3278, -1.6285], [1.5448, 0.4419, 0.5063], [1.8353, 1.9494, 0.7990], [-0.2523, 0.6619, 0.9396], [0.5175, 0.5302, 0.5771], [0.8955, -0.4554, 0.0704], [0.1716, 0.2310, -0.3615], [0.3442, 0.6246, -0.0778], [-0.2431, -0.0908, -0.2020], [-0.4256, -0.4135, 0.0314], [-0.4744, 1.0721, 0.6431], [-0.6035, -0.2384, -0.3450], [-0.4132, 0.4787, 0.0022], [-0.4516, 0.7350, -0.2412], [0.1627, 0.2538, 0.0736], [0.1096, 0.0134, 0.0566], [-0.7040, 0.5247, 0.0838], [-0.0106, 0.5141, -0.0475], [-1.5202, 0.3830, -0.7546], [-0.1427, 1.0649, -0.2211], [0.4604, 0.1509, -0.7062], [-0.3166, 0.3359, 0.3409], [-0.3646, -0.7251, 1.0285], [0.3868, 0.7404, 0.0882], [0.2860, -0.3311, 0.2877], [-0.9820, 0.2835, 1.0515], [-0.4006, 0.1739, -0.4051], [0.1748, -0.2423, 0.9701], [1.2130, -0.4518, -0.9369], [-0.3590, 0.3358, 0.9135], [-1.2475, 0.0394, -1.7875], [0.1737, 0.0379, 0.7754], [0.4255, 0.7761, 0.0015], [-0.0447, -0.1036, 0.4592], [0.0796, -0.9398, -0.5010], [-0.3939, 0.4516, 0.5301], [0.4085, -0.0321, 0.4420], [-0.1804, 0.2991, -0.4306], [-0.0387, 0.7537, 0.1373], [0.0157, -1.1930, 0.4842], [-0.0998, 0.2392, -0.0151], [-0.0254, 0.4142, -0.5295]], "fmax_ha_per_bohr": 0.0722, "mol_weight_g_mol": 740.67, "total_energy_ev": -192763.0915, "lumo_energy_ha": [-0.027, -0.089], "homo_energy_ev": [-7.528, -7.528], "spin_multiplicity": 2}